(1)
ORCA calculation (ωB97M-V with the def2-TZVPD basis set) on an isolated molecule of C5H14N2O in a non-equilibrium geometry.

As for the highest occupied orbital energy: -0.3193 Ha. The value obtained for the energy above the lowest of the compared OMol25 structures with the same formula, charge and spin is 46.3 kcal per mole. Its structure (SMILES) is CN[C@H](CO)CCN. As for the total charge: 0. The calculation puts the HOMO-LUMO gap at 9.6 eV.

Structure (XYZ):
```
22
Properties=species:S:1:pos:R:3:forces:R:3:mulliken_charge:R:1
C -0.677 -0.240 -2.159 -0.23 -0.09 -0.29 -1.02
N -1.121 -0.416 -0.794 -0.06 0.36 0.17 -0.35
C -0.060 -0.672 0.173 -0.52 0.62 0.24 0.48
C -0.419 -1.925 0.953 -0.44 -0.50 -0.36 -0.98
O 0.545 -2.358 1.882 0.26 0.14 0.09 -0.50
C 0.169 0.523 1.109 1.10 -0.01 -0.48 -0.97
C 1.114 1.593 0.539 -0.47 0.28 -0.09 -0.68
N 0.444 2.519 -0.391 -0.09 -0.04 -0.09 -0.57
H -0.157 -1.100 -2.590 0.23 -0.21 0.08 0.32
H -1.502 -0.031 -2.836 -0.28 0.05 0.14 0.33
H -0.023 0.624 -2.209 0.22 0.10 0.00 0.35
H -1.895 -1.049 -0.656 0.05 -0.07 -0.39 0.27
H 0.877 -0.808 -0.368 0.24 -0.38 -0.12 0.29
H -1.343 -1.747 1.508 0.06 0.13 0.19 0.39
H -0.673 -2.735 0.245 0.23 0.15 0.01 0.37
H 1.393 -2.402 1.426 -0.04 -0.08 0.07 0.34
H -0.753 1.039 1.345 -0.38 -0.26 0.29 0.36
H 0.651 0.130 2.000 -0.15 0.01 0.34 0.40
H 1.510 2.159 1.382 0.15 0.06 0.02 0.39
H 1.967 1.148 0.016 -0.01 -0.19 0.16 0.29
H -0.534 2.276 -0.516 0.16 0.00 0.06 0.22
H 0.485 3.473 -0.059 -0.03 -0.07 -0.04 0.25
```
Positions in Å, forces in eV/Å.



(2)
ORCA calculation (ωB97M-V with the def2-TZVPD basis set) on C18H14F5IN2Pt as an isolated structure in a non-equilibrium geometry.

As for the highest occupied orbital energy (alpha / beta): -0.5668 / -0.5766 Ha. Its multiplicity is 5. As for the total charge: +2. The calculation puts the HOMO-LUMO gap (alpha / beta) at 8.3 / 4.6 eV.

Structure (XYZ):
```
41
Properties=species:S:1:pos:R:3:forces:R:3:mulliken_charge:R:1
C 1.704 0.747 3.705 0.42 1.83 -0.40 -0.64
C 1.502 -0.704 3.804 -0.05 -1.85 0.65 -0.65
H 2.411 1.110 4.462 -0.30 -0.01 -0.15 0.32
H 0.777 1.326 3.812 0.16 -0.05 -0.08 0.21
H 2.147 0.984 2.727 -0.05 0.24 0.24 0.11
H 1.180 -1.159 2.862 0.04 -0.02 0.02 0.07
H 2.448 -1.179 4.116 -0.44 -0.11 -0.27 0.29
H 0.751 -0.967 4.558 0.18 -0.03 -0.05 0.28
C -0.114 2.545 -2.221 -0.30 -0.57 -0.74 -0.09
C -0.079 3.431 -3.282 0.05 0.16 0.12 -0.82
C -0.429 2.979 -4.559 0.06 0.27 0.12 -0.42
C -0.753 1.644 -4.772 -0.18 -0.91 0.50 -0.68
H 0.158 2.758 -1.191 -0.05 0.38 -0.28 0.53
H 0.235 4.451 -3.075 -0.13 -0.13 -0.30 0.42
H -0.430 3.681 -5.390 0.04 -0.18 0.13 0.46
H -0.991 1.226 -5.752 0.11 0.43 0.22 0.41
N -0.478 1.271 -2.438 0.30 0.79 -0.54 -0.25
C -0.759 0.772 -3.672 0.48 1.95 0.30 0.70
C -0.906 -0.666 -3.673 0.07 -2.15 0.31 0.49
N -0.751 -1.220 -2.439 0.08 -0.83 -0.59 -0.43
C -0.701 -2.545 -2.216 -0.11 0.62 -0.77 -0.16
C -1.037 -2.896 -4.566 0.04 -0.16 0.24 -0.44
C -0.838 -3.415 -3.281 -0.05 -0.07 0.07 -0.77
H -0.520 -2.814 -1.177 -0.10 -0.33 -0.36 0.54
H -0.775 -4.476 -3.075 -0.07 0.02 -0.26 0.43
C -1.055 -1.521 -4.774 -0.03 0.87 0.53 -0.70
H -1.162 -1.060 -5.753 -0.03 -0.40 0.07 0.40
H -1.162 -3.577 -5.403 0.06 0.13 0.09 0.46
Pt -0.298 -0.022 -0.815 0.27 0.07 0.72 1.70
I 2.215 -0.197 -0.340 -0.19 -0.01 0.00 -0.06
F -1.806 -2.195 1.068 -1.27 1.95 -0.18 -0.19
C -2.484 -1.016 1.052 2.56 -1.02 -1.13 0.98
C -1.960 0.097 0.391 0.07 0.17 0.77 -1.94
C -2.608 1.303 0.662 2.57 0.73 -1.57 1.02
F -2.070 2.481 0.254 -0.99 -1.89 0.56 -0.14
C -3.809 1.374 1.364 -2.89 1.93 1.49 0.31
F -4.417 2.560 1.566 1.20 -2.14 -0.47 -0.19
C -4.390 0.216 1.866 -1.42 0.01 0.88 0.49
F -5.572 0.261 2.504 1.55 -0.04 -0.80 -0.20
C -3.699 -0.981 1.737 -2.69 -1.66 1.92 0.33
F -4.213 -2.103 2.277 1.04 2.01 -1.01 -0.18
```
Positions in Å, forces in eV/Å.



no.,calculated total energy (eV)
1,-10439.0224
2,-46787.3666